{"formula": "C12H14ClN", "method": "ωB97M-V/def2-TZVPD", "symbols": ["C", "C", "C", "C", "C", "C", "C", "C", "C", "C", "C", "C", "H", "H", "H", "H", "H", "H", "H", "H", "H", "H", "H", "H", "H", "H", "N", "Cl"], "coordinates": [[-1.163, 0.100, -1.045], [-2.517, 0.889, -1.013], [-3.147, 0.729, 0.323], [-2.409, 0.566, 1.387], [-0.944, 0.185, 1.414], [-0.284, 0.540, 0.116], [1.186, 0.104, -0.011], [1.562, -1.270, 0.229], [2.876, -1.653, 0.256], [3.900, -0.718, 0.022], [3.565, 0.589, -0.129], [2.190, 1.010, -0.099], [-1.729, -1.742, -0.248], [-1.594, -1.759, -1.957], [-0.643, 0.463, -1.985], [-2.363, 1.928, -1.385], [-3.282, 0.477, -1.742], [-4.241, 0.787, 0.426], [-2.965, 0.316, 2.327], [-0.961, -0.897, 1.609], [-0.411, 0.796, 2.207], [-0.313, 1.661, -0.027], [0.764, -2.041, 0.376], [3.021, -2.741, 0.310], [4.883, -1.056, 0.074], [4.296, 1.360, -0.167], [-1.184, -1.369, -1.120], [1.908, 2.746, -0.147]], "atomic_forces_ev_per_a": [[0.432, 0.225, -2.419], [-0.667, -1.098, -1.406], [-0.843, 1.311, -0.689], [-0.236, -1.835, 2.526], [-0.119, 1.440, 0.993], [0.502, 1.264, -1.397], [-1.497, -1.374, 1.350], [-1.189, 0.588, -0.219], [-0.444, -0.745, -0.736], [-1.772, -0.537, 0.496], [-1.552, 0.921, 0.288], [2.107, 0.025, -0.339], [1.116, 0.712, -2.357], [-0.263, 0.233, 0.025], [-0.410, -0.549, 0.824], [-0.022, -0.467, 0.674], [1.159, 0.135, 0.370], [0.564, 0.073, -0.113], [0.631, 0.574, -0.606], [0.605, 0.313, 0.306], [-0.580, -1.219, -0.430], [0.183, -1.095, 0.656], [0.857, 0.997, -0.240], [0.519, 0.626, 0.277], [1.677, -0.241, -0.131], [0.581, 0.412, -0.217], [-1.443, -0.345, 2.623], [0.103, -0.343, -0.110]], "gap_ev": 9.8, "e_tot_ev": -26682.7404, "smiles": "N[C@H]1CC=CC[C@H]1c1ccccc1Cl", "e_above_lowest_kcal_mol": 0.0, "fmax_ev_per_a": 3.13, "multiplicity": 1, "homo_energy_ev": -8.98, "total_charge": 0}

{"formula": "C2H3O2S2", "method": "ωB97M-V/def2-TZVPD", "symbols": ["C", "C", "O", "O", "S", "S", "H", "H", "H"], "coordinates": [[1.087, 0.718, -0.360], [0.795, -0.510, 0.149], [-1.298, -1.423, -1.033], [-1.354, -1.715, 1.427], [-2.107, 2.534, 0.524], [-1.075, -0.819, 0.286], [2.009, 1.036, -0.731], [0.335, 1.499, -0.369], [1.608, -1.321, 0.106]], "atomic_forces_ev_per_a": [[-1.856, -1.736, 1.575], [1.136, 1.210, -1.454], [-0.304, 0.098, -0.010], [0.308, 0.638, -0.406], [0.171, -0.475, -0.045], [0.979, -0.524, 0.338], [1.639, 0.003, -0.353], [-0.366, -0.082, -0.007], [-1.706, 0.868, 0.361]], "gap_ev": [5.2, 6.8], "e_tot_ev": -27885.3988, "e_above_lowest_kcal_mol": 103.3, "fmax_ev_per_a": 2.99, "multiplicity": 1, "homo_energy_ev": [-3.73, -4.21], "total_charge": -1}

{"formula": "C9H24NO14S3V", "method": "ωB97M-V/def2-TZVPD", "symbols": ["O", "V", "O", "N", "O", "O", "O", "O", "S", "O", "O", "C", "C", "C", "H", "H", "H", "H", "H", "H", "H", "H", "O", "S", "O", "O", "C", "C", "C", "H", "H", "H", "H", "H", "H", "H", "H", "O", "S", "O", "O", "C", "C", "C", "H", "H", "H", "H", "H", "H", "H", "H"], "coordinates": [[-0.215, 0.032, 2.598], [1.159, 0.634, 2.170], [2.379, -0.070, 2.988], [1.331, 4.926, 6.207], [2.414, 5.282, 6.714], [1.245, 4.126, 5.254], [0.260, 5.313, 6.799], [4.452, 2.026, -1.614], [5.707, 2.400, -2.316], [6.963, 2.631, -1.660], [5.942, 1.229, -3.422], [6.223, -0.087, -2.923], [5.555, -1.057, -3.985], [5.392, 3.791, -3.436], [5.742, -0.237, -1.956], [7.294, -0.285, -2.879], [6.232, -1.079, -4.839], [4.578, -0.777, -4.379], [5.502, -2.084, -3.623], [5.337, 4.680, -2.808], [4.391, 3.539, -3.785], [6.109, 3.767, -4.257], [0.709, -3.864, -0.097], [0.794, -5.359, -0.112], [2.094, -6.021, 0.124], [-0.283, -5.945, 1.006], [-0.350, -7.342, 1.280], [-1.013, -7.379, 2.662], [0.163, -6.058, -1.657], [0.600, -7.873, 1.234], [-0.970, -7.860, 0.548], [-0.755, -8.302, 3.181], [-2.066, -7.107, 2.589], [-0.706, -6.624, 3.387], [-0.126, -7.094, -1.483], [1.045, -6.031, -2.297], [-0.660, -5.519, -2.127], [-4.847, 4.734, 2.318], [-4.548, 4.453, 0.892], [-3.232, 3.930, 0.522], [-5.728, 3.283, 0.373], [-7.055, 3.530, 0.766], [-7.681, 2.178, 0.592], [-5.135, 5.785, -0.299], [-7.501, 4.164, 0.000], [-7.153, 3.863, 1.799], [-7.157, 1.326, 1.026], [-7.843, 2.084, -0.482], [-8.712, 2.143, 0.943], [-4.298, 6.214, -0.849], [-5.635, 6.596, 0.232], [-5.943, 5.393, -0.917]], "atomic_forces_ev_per_a": [[1.164, 0.200, -0.202], [1.969, -1.441, 2.330], [-3.131, 1.467, -1.899], [-1.437, 0.403, 2.678], [-0.447, -0.473, -1.320], [0.536, 0.387, -0.142], [1.377, -0.555, -1.489], [2.561, 1.032, -0.811], [-1.150, -0.956, -0.378], [-0.797, -0.187, 0.431], [0.069, 1.334, 0.425], [-1.746, -1.433, -1.165], [1.312, 0.300, 0.334], [-0.842, -1.503, 0.566], [0.182, 0.148, 0.086], [-0.077, 0.279, 0.108], [-0.053, -0.024, -0.156], [0.014, 0.361, 0.534], [0.009, 0.072, 0.236], [0.360, -0.034, -0.225], [0.026, 0.324, -0.301], [0.059, 0.259, 0.369], [-0.128, -4.050, 0.068], [0.925, 0.933, 0.997], [-2.461, 1.290, -0.418], [1.344, 1.735, -1.853], [-0.319, -0.299, 1.026], [0.161, 0.031, 0.322], [0.383, 0.248, 0.109], [0.371, 0.572, 0.272], [-0.332, 0.228, -0.114], [-0.750, -0.318, -0.231], [-0.216, -0.870, -0.132], [0.895, 0.320, -0.522], [0.146, 0.087, 0.132], [-0.117, -0.059, -0.090], [0.105, 0.223, 0.438], [0.632, -0.158, -3.362], [-1.395, -1.299, 0.861], [-2.406, 0.946, 0.270], [3.591, 1.705, 0.836], [-0.397, -0.932, 0.169], [-1.636, -0.353, -0.693], [0.057, 0.143, 0.973], [-0.269, 0.627, 0.511], [0.224, 0.454, -0.181], [0.237, 0.326, -0.117], [0.474, -0.710, -0.118], [-0.031, 0.215, 0.472], [-0.027, -0.433, 0.000], [0.370, -0.099, 0.562], [0.611, -0.467, -0.196]], "gap_ev": 2.5, "e_tot_ev": -98057.1857, "e_above_lowest_kcal_mol": 199.2, "fmax_ev_per_a": 4.06, "multiplicity": 1, "homo_energy_ev": -7.09, "total_charge": 0}

Q: Number 2 is which compound?
A: C2H3O2S2

Please write out number 1 again, unchanged.
{"formula": "C12H14ClN", "method": "ωB97M-V/def2-TZVPD", "symbols": ["C", "C", "C", "C", "C", "C", "C", "C", "C", "C", "C", "C", "H", "H", "H", "H", "H", "H", "H", "H", "H", "H", "H", "H", "H", "H", "N", "Cl"], "coordinates": [[-1.163, 0.100, -1.045], [-2.517, 0.889, -1.013], [-3.147, 0.729, 0.323], [-2.409, 0.566, 1.387], [-0.944, 0.185, 1.414], [-0.284, 0.540, 0.116], [1.186, 0.104, -0.011], [1.562, -1.270, 0.229], [2.876, -1.653, 0.256], [3.900, -0.718, 0.022], [3.565, 0.589, -0.129], [2.190, 1.010, -0.099], [-1.729, -1.742, -0.248], [-1.594, -1.759, -1.957], [-0.643, 0.463, -1.985], [-2.363, 1.928, -1.385], [-3.282, 0.477, -1.742], [-4.241, 0.787, 0.426], [-2.965, 0.316, 2.327], [-0.961, -0.897, 1.609], [-0.411, 0.796, 2.207], [-0.313, 1.661, -0.027], [0.764, -2.041, 0.376], [3.021, -2.741, 0.310], [4.883, -1.056, 0.074], [4.296, 1.360, -0.167], [-1.184, -1.369, -1.120], [1.908, 2.746, -0.147]], "atomic_forces_ev_per_a": [[0.432, 0.225, -2.419], [-0.667, -1.098, -1.406], [-0.843, 1.311, -0.689], [-0.236, -1.835, 2.526], [-0.119, 1.440, 0.993], [0.502, 1.264, -1.397], [-1.497, -1.374, 1.350], [-1.189, 0.588, -0.219], [-0.444, -0.745, -0.736], [-1.772, -0.537, 0.496], [-1.552, 0.921, 0.288], [2.107, 0.025, -0.339], [1.116, 0.712, -2.357], [-0.263, 0.233, 0.025], [-0.410, -0.549, 0.824], [-0.022, -0.467, 0.674], [1.159, 0.135, 0.370], [0.564, 0.073, -0.113], [0.631, 0.574, -0.606], [0.605, 0.313, 0.306], [-0.580, -1.219, -0.430], [0.183, -1.095, 0.656], [0.857, 0.997, -0.240], [0.519, 0.626, 0.277], [1.677, -0.241, -0.131], [0.581, 0.412, -0.217], [-1.443, -0.345, 2.623], [0.103, -0.343, -0.110]], "gap_ev": 9.8, "e_tot_ev": -26682.7404, "smiles": "N[C@H]1CC=CC[C@H]1c1ccccc1Cl", "e_above_lowest_kcal_mol": 0.0, "fmax_ev_per_a": 3.13, "multiplicity": 1, "homo_energy_ev": -8.98, "total_charge": 0}